This record from OMol25 describes a molecular structure, C32H22ClCoNO9PS. The level of theory is ωB97M-V with the def2-TZVPD basis set.

Atoms and positions in Å:
Co 1.75 0.53 0.63
Cl 5.54 6.76 1.37
S 1.59 -1.42 2.43
P -0.39 -1.71 -0.31
O 2.07 -1.61 1.05
O 1.47 0.05 2.62
O 1.60 2.43 1.11
O -2.92 2.63 1.42
O 2.32 0.68 -1.16
O 3.86 0.69 1.14
O 2.30 -2.13 3.45
O 2.11 1.37 -3.27
O -1.46 0.98 1.74
N -0.20 1.62 -0.63
C -1.95 -1.19 -1.14
C 0.40 -5.90 -2.15
C 0.41 1.97 -1.76
C -1.74 -3.07 3.94
C 3.02 5.72 1.27
C -0.91 -5.44 -2.06
C 1.18 -3.84 -1.18
C -1.23 3.65 -2.20
C -0.49 -2.49 3.75
C -2.13 -2.89 1.58
C 2.11 4.70 1.20
C -1.86 1.87 1.06
C -0.09 2.98 -2.58
C -4.03 -0.03 -2.62
C 3.91 3.08 1.19
C -0.13 -3.37 -1.07
C -4.11 -0.10 -1.24
C 1.72 1.28 -2.11
C -1.17 -4.19 -1.52
C -2.56 -3.28 2.84
C -0.07 -2.09 2.49
C -2.91 -0.54 -3.27
C 4.83 4.15 1.25
C -3.08 -0.67 -0.51
C 4.47 1.75 1.19
C 1.44 -5.09 -1.71
C -1.88 -1.10 -2.53
C -1.85 3.31 -1.01
C -0.91 -2.26 1.38
C -1.29 2.28 -0.26
C 4.40 5.44 1.29
C 2.51 3.33 1.16
H 2.69 6.75 1.30
H -1.00 -1.47 -3.05
H -4.97 0.31 -0.73
H -2.83 -0.48 -4.34
H -2.05 -3.37 4.93
H -3.15 -0.69 0.57
H -2.19 -3.84 -1.47
H -4.83 0.42 -3.20
H -1.73 -6.06 -2.41
H 5.58 1.71 1.24
H 0.45 3.20 -3.49
H 0.19 -2.36 4.58
H -3.18 2.30 2.29
H 1.99 -3.21 -0.84
H -2.77 -3.09 0.73
H -3.52 -3.76 2.96
H 2.47 -5.44 -1.78
H 0.61 -6.87 -2.57
H -2.73 3.82 -0.66
H -1.63 4.45 -2.81
H 1.05 4.91 1.18
H 5.89 3.92 1.28

Output
**Multiplicity**: 2
**Energy above the lowest of the compared OMol25 structures with the same formula, charge and spin**: 100.5 kJ/mol
**Charge**: -1
**Total energy**: -123736.7196 eV
**LUMO energy (spin up / spin down)**: 2.3560 / 2.3564 eV
**Gap between HOMO and LUMO (spin up / spin down)**: 0.2743 / 0.2733 Ha
**⟨S²⟩**: 0.755
**HOMO level (spin up / spin down)**: -5.109 / -5.079 eV